1.
70
Properties=species:S:1:pos:R:3:forces:R:3 method="wB97M-V/def2-TZVPD" lumo_ev=0.43 energy_ha=-5005.6145 gap_ev=7.942 homo_ha=-0.276 max_force_ev_per_a=2.12 spin_multiplicity=1
Zn -13.336 12.667 15.461 -0.5 -0.4 -0.3
C -9.963 10.754 14.554 0.4 -0.3 0.6
C -11.408 10.294 14.332 -0.4 0.1 1.0
O -12.370 11.272 14.354 -0.3 0.7 -0.7
H -9.778 11.568 15.264 -0.7 0.3 -0.1
H -9.494 11.047 13.615 0.1 -0.1 0.0
H -9.432 9.924 15.039 0.3 -0.1 -0.6
H -11.699 9.516 15.066 0.4 0.0 0.2
H -11.353 9.691 13.404 -0.4 0.3 -0.3
F -14.620 13.890 16.327 0.6 -0.5 -0.4
O -12.125 12.467 17.084 1.2 -0.3 1.5
S -11.625 12.442 18.443 -0.2 0.0 1.1
O -12.412 13.041 19.487 0.9 -0.4 -0.8
O -11.395 10.913 18.900 -0.4 1.0 0.1
C -11.036 9.958 17.893 0.2 -0.8 -0.1
C -10.341 8.738 18.495 0.5 0.1 -0.9
C -9.893 12.977 18.480 -0.1 -0.7 -0.9
H -10.294 10.390 17.222 -0.2 0.2 -0.2
H -11.934 9.701 17.332 0.1 0.0 -0.1
H -10.883 8.022 19.105 -0.3 0.5 0.3
H -9.404 9.053 18.959 -0.2 0.0 0.4
H -10.002 8.169 17.622 -0.1 -0.1 0.0
H -9.391 12.142 17.984 0.1 0.0 0.0
H -9.473 13.044 19.478 -0.5 0.1 0.2
H -9.682 13.846 17.859 -0.5 0.2 0.2
O -12.185 14.412 15.145 0.1 0.1 -1.0
S -11.508 15.620 15.471 0.6 1.1 0.5
O -10.258 15.509 16.170 -0.4 0.3 -0.5
O -11.194 16.465 14.117 -0.1 -0.6 1.5
C -12.264 16.637 13.184 -0.4 -0.8 -1.6
C -11.723 16.388 11.781 0.7 -0.4 -0.6
C -12.624 16.667 16.407 -1.0 0.6 -1.1
H -12.705 17.631 13.230 0.2 0.1 0.4
H -13.045 15.891 13.340 0.0 0.0 0.3
H -11.024 17.149 11.428 -0.2 0.3 0.2
H -12.487 16.238 11.020 -0.4 0.4 0.2
H -11.157 15.456 11.684 0.0 -0.1 0.6
H -12.832 17.587 15.849 0.8 0.1 0.0
H -12.260 16.907 17.398 0.2 -0.3 0.0
H -13.636 16.252 16.385 0.4 -0.9 0.5
O -14.250 13.886 11.391 0.1 0.1 0.3
S -14.642 12.823 12.263 -1.0 -1.4 1.0
O -14.393 12.863 13.681 -0.3 1.0 -1.0
O -16.262 12.589 12.147 1.3 -0.4 -0.4
C -17.101 13.601 12.722 0.3 1.1 0.0
C -18.427 13.064 13.163 -0.5 -1.2 -0.6
C -14.046 11.247 11.652 -1.2 0.8 -0.1
H -17.258 14.395 11.986 0.0 -0.2 -0.2
H -16.581 14.100 13.545 0.0 -0.4 0.2
H -19.052 13.922 13.401 -0.1 -0.2 0.6
H -18.363 12.271 13.911 0.2 0.7 0.6
H -18.971 12.507 12.389 0.3 0.5 -0.5
H -14.376 11.277 10.614 0.5 -0.3 -0.1
H -14.583 10.475 12.198 0.1 0.1 0.1
H -12.981 11.183 11.851 0.0 0.2 -0.1
O -14.703 8.525 15.590 0.2 0.1 -0.3
S -15.414 9.745 15.807 -1.5 -0.3 0.4
O -14.753 10.985 16.085 -0.4 -0.6 -0.3
O -16.442 10.016 14.571 1.4 1.1 0.7
C -17.077 9.019 13.822 -1.0 -1.8 -0.3
C -17.010 9.192 12.326 -0.2 0.2 -1.1
C -16.650 9.445 17.110 1.4 0.5 -0.7
H -18.128 8.918 14.128 0.0 0.8 0.0
H -16.755 7.990 14.035 0.8 0.4 0.2
H -17.273 10.156 11.882 -0.1 0.3 0.7
H -17.759 8.517 11.900 0.2 -0.2 0.1
H -16.054 8.946 11.860 0.1 -0.2 0.4
H -16.812 10.412 17.578 -0.5 0.0 -0.2
H -16.191 8.779 17.836 -0.1 -0.2 -0.1
H -17.472 9.012 16.554 -0.4 0.0 0.5


2.
63
Properties=species:S:1:pos:R:3:forces:R:3 method="wB97M-V/def2-TZVPD" lumo_ev=2.27 energy_ha=-1236.3398 total_charge=-1 gap_ev=5.576 homo_ha=-0.122 max_force_ev_per_a=2.30 spin_multiplicity=1
Li -0.797 -0.996 -0.638 -0.8 0.0 -2.0
Li -0.970 -3.199 -2.423 0.3 1.9 1.2
F -2.288 -2.305 -1.077 0.9 -1.0 -0.3
F 0.567 -1.949 -2.035 -0.9 -1.1 0.5
C -0.776 2.485 -3.287 0.0 0.4 -0.9
C -1.533 1.738 -2.205 0.1 -1.1 1.2
O -1.384 0.381 -2.176 0.2 0.8 0.1
H -1.363 2.494 -4.213 0.2 -0.1 -0.1
H 0.197 2.038 -3.515 -0.1 -0.2 0.2
H -0.592 3.535 -3.018 -0.2 0.1 0.1
H -2.601 2.046 -2.243 -0.1 0.2 -0.3
H -1.196 2.209 -1.237 0.2 0.2 0.2
C 0.023 0.745 2.063 0.6 0.7 0.3
C -1.447 0.424 2.050 -0.4 -0.3 0.9
C -2.274 1.507 2.775 0.8 0.6 -0.9
O -3.627 1.194 3.037 0.3 -0.6 -0.2
C -3.748 0.093 3.906 -0.4 0.3 1.1
N -1.925 0.137 0.696 -0.2 0.2 1.0
H 0.460 0.668 3.065 -0.3 0.0 0.1
H 0.200 1.780 1.746 0.1 -0.2 -0.3
H 0.606 0.056 1.455 -0.1 0.1 -0.3
H -1.541 -0.468 2.683 -0.1 -0.3 -0.5
H -2.268 2.354 2.080 -0.3 0.2 0.2
H -1.756 1.832 3.688 -0.1 -0.2 0.2
H -3.246 0.297 4.865 0.3 0.0 -0.1
H -3.382 -0.866 3.541 0.0 0.1 -0.4
H -4.798 -0.007 4.190 -0.1 0.0 -0.4
H -2.918 -0.062 0.808 0.1 -0.4 -0.5
H -1.906 0.970 0.102 0.2 -0.1 0.0
C 4.570 4.254 -3.154 0.0 -0.3 0.1
C 3.187 3.621 -3.373 1.1 0.5 1.2
C 2.741 2.913 -2.067 -0.2 -0.6 -0.8
O 3.019 1.535 -2.193 0.7 -0.3 0.0
C 2.280 0.765 -1.259 -0.7 0.8 0.3
N 2.258 4.651 -3.807 0.0 -0.6 -0.6
H 4.894 4.809 -4.034 0.0 0.0 0.0
H 5.279 3.443 -2.967 0.1 0.1 0.0
H 4.597 4.905 -2.275 -0.1 0.1 -0.1
H 3.410 2.838 -4.099 -0.9 0.1 -0.3
H 1.655 2.998 -1.941 0.1 0.4 0.1
H 3.276 3.331 -1.204 -0.2 0.1 0.2
H 2.622 -0.262 -1.192 0.2 0.0 -0.3
H 1.226 0.775 -1.549 -0.2 -0.3 -0.1
H 2.323 1.263 -0.280 0.2 -0.2 0.2
H 1.319 4.268 -3.758 -0.1 0.4 0.0
H 2.338 5.472 -3.225 -0.2 0.0 0.2
C -1.239 -5.572 2.461 1.2 0.1 0.2
C -1.272 -4.365 1.522 -2.0 -1.1 -0.1
C 0.056 -3.795 1.146 0.4 1.0 0.5
O 0.626 -3.144 2.288 -0.1 -0.1 0.0
C 1.993 -2.796 2.164 -0.3 -0.5 -0.5
N -1.970 -4.767 0.294 0.2 -0.1 -0.9
H -2.216 -5.981 2.715 -0.2 0.3 0.0
H -0.684 -5.298 3.365 -0.3 0.0 0.1
H -0.666 -6.403 2.037 0.0 0.1 -0.3
H -1.896 -3.582 1.975 0.5 0.2 0.4
H -0.158 -3.030 0.406 0.2 0.0 -0.6
H 0.777 -4.515 0.749 -0.3 -0.2 -0.1
H 2.508 -3.354 2.948 0.4 0.5 0.1
H 2.129 -1.714 2.191 0.0 0.0 0.5
H 2.414 -3.097 1.197 -0.1 -0.2 0.0
H -2.326 -3.954 -0.221 0.4 0.4 0.1
H -2.785 -5.342 0.453 0.1 -0.2 0.5


3.
74
Properties=species:S:1:pos:R:3:forces:R:3 method="wB97M-V/def2-TZVPD" lumo_ev=-0.35 smiles="CCOS(C)(=O)=O.CCOS(C)(=O)=O.CCOS(C)(=O)=O.CCOS(C)(=O)=O.C[N+](=O)[O-].C[N+](=O)[O-]" energy_ha=-3461.9850 gap_ev=10.344 homo_ha=-0.393 max_force_ev_per_a=4.01 spin_multiplicity=1
O -28.146 21.011 -8.757 0.0 1.6 -0.5
S -27.977 22.336 -9.334 0.0 0.7 1.0
O -28.515 22.668 -10.637 0.8 -0.3 1.7
O -28.615 23.531 -8.258 1.0 -1.1 -3.7
C -28.709 23.187 -6.940 -0.6 -1.4 2.2
C -29.322 24.302 -6.121 0.2 -0.3 0.4
C -26.199 22.834 -9.236 -1.1 0.4 -0.4
H -27.778 22.834 -6.497 0.7 0.5 -0.1
H -29.308 22.287 -6.803 -0.5 -0.1 -0.3
H -29.377 23.913 -5.105 0.1 0.1 0.2
H -30.359 24.510 -6.386 0.2 0.2 -0.4
H -28.682 25.185 -6.117 -0.3 0.1 -0.1
H -26.279 23.921 -9.248 0.2 0.0 -0.1
H -25.690 22.482 -10.133 -0.2 -0.1 0.1
H -25.668 22.541 -8.330 -0.6 -0.3 0.0
O -21.505 21.804 -12.135 1.1 1.8 1.2
S -20.822 22.927 -11.491 1.2 0.7 0.6
O -21.526 24.138 -11.057 1.1 -2.3 -0.8
O -20.006 22.421 -10.112 -1.2 0.8 -1.5
C -19.398 21.146 -10.169 -0.7 -1.7 -0.2
C -18.756 20.854 -8.864 1.3 0.3 1.4
C -19.289 23.400 -12.479 -1.6 -0.2 0.1
H -18.696 21.018 -10.992 0.2 0.5 -0.1
H -20.118 20.342 -10.319 -0.6 0.3 -0.3
H -18.703 19.792 -8.624 0.3 -0.1 -0.5
H -19.226 21.266 -7.970 -0.6 0.3 -0.3
H -17.764 21.305 -8.833 0.2 -0.3 0.1
H -18.678 22.514 -12.647 -0.3 0.0 -0.1
H -18.684 24.188 -12.029 -0.5 -0.1 0.4
H -19.749 23.784 -13.390 0.3 -0.2 -0.2
O -21.756 31.521 -10.426 -1.3 -1.5 -0.4
S -22.955 30.752 -10.729 -0.3 0.4 2.3
O -23.430 30.644 -12.082 0.4 -0.5 0.6
O -22.785 29.233 -9.962 -0.1 2.9 -2.1
C -23.875 28.328 -10.181 -0.3 -1.4 1.3
C -23.255 26.950 -10.167 0.0 -0.7 -0.4
C -24.317 31.509 -9.680 1.6 -0.2 -1.2
H -24.558 28.476 -11.017 0.7 0.5 -0.4
H -24.500 28.364 -9.288 -0.2 0.3 0.1
H -23.994 26.164 -10.324 -0.3 0.1 0.0
H -22.806 26.722 -9.200 0.2 0.2 0.0
H -22.518 26.801 -10.956 0.1 0.2 0.1
H -24.508 32.439 -10.216 -0.2 -0.1 0.0
H -23.802 31.763 -8.753 -0.4 -0.3 0.1
H -25.197 30.868 -9.622 0.3 0.1 0.1
O -16.512 26.526 -5.223 2.4 -1.5 -2.8
S -15.493 25.895 -6.125 -0.6 0.2 1.4
O -14.143 25.700 -5.621 -1.8 -0.1 -0.6
O -16.037 24.387 -6.613 2.8 1.9 0.7
C -17.296 24.238 -7.200 -0.8 0.1 0.2
C -18.241 23.890 -6.093 -1.7 -0.2 -0.6
C -15.334 26.697 -7.795 -0.7 -0.3 1.4
H -17.193 23.463 -7.958 0.0 -0.2 0.1
H -17.638 25.120 -7.742 0.1 0.3 0.1
H -19.242 23.994 -6.510 -0.4 -0.1 0.0
H -18.221 24.605 -5.270 0.4 -0.2 0.0
H -18.169 22.848 -5.782 0.4 0.2 0.3
H -14.448 27.330 -7.836 0.0 -0.2 0.3
H -16.233 27.307 -7.882 0.0 -0.2 -0.4
H -15.264 25.851 -8.479 -0.1 0.3 -0.1
C -25.172 25.849 -5.454 -0.3 0.8 -0.4
N -25.871 26.455 -6.671 1.1 2.8 1.6
O -25.685 27.664 -6.925 -0.1 -2.0 0.4
O -26.550 25.717 -7.298 -1.0 -1.1 -1.2
H -24.341 25.354 -5.957 0.0 -0.3 0.7
H -25.889 25.237 -4.907 0.1 -0.4 -0.6
H -24.862 26.613 -4.741 0.2 0.2 -0.6
C -22.323 22.390 -8.160 -0.7 -0.1 -0.2
N -22.807 23.708 -7.573 2.3 -1.3 0.1
O -23.708 24.237 -8.165 -0.5 0.7 0.5
O -22.198 24.103 -6.575 -1.2 0.0 -1.0
H -22.918 21.615 -7.678 0.2 0.0 0.3
H -21.249 22.243 -8.049 -0.4 0.3 0.3
H -22.618 22.364 -9.209 0.1 0.3 0.1